{"formula": "C5H6O", "method": "ωB97M-V with the def2-TZVPD basis set", "symbols": ["C", "C", "C", "O", "C", "C", "H", "H", "H", "H", "H", "H"], "xyz": [[0.37528, -1.45523, 0.47352], [-0.93853, -1.36568, -0.26433], [-1.22146, -0.42404, -1.13296], [-1.48421, 0.41563, -1.90894], [0.23169, 2.36233, -0.10620], [1.21718, 2.33720, 0.58366], [0.87757, -2.40597, 0.26364], [0.21605, -1.38797, 1.55528], [1.04629, -0.64099, 0.18690], [-1.72428, -2.09365, -0.08744], [-0.64030, 2.36490, -0.72616], [2.09145, 2.33097, 1.19713]], "forces_ev_per_angstrom": [[0.1, 0.0, 0.1], [-0.1, 0.1, -0.1], [-0.2, 0.4, -0.4], [0.2, -0.7, 0.6], [0.5, 0.0, 0.3], [-0.5, 0.0, -0.3], [-0.1, 0.1, 0.0], [0.0, 0.0, -0.2], [-0.1, -0.1, 0.0], [0.1, 0.1, -0.1], [0.2, 0.0, 0.1], [-0.1, 0.0, -0.1]], "smiles": "CC=C=O.C#C", "relative_energy_ev": 2.8488, "e_homo_ev": -8.88, "homo_lumo_gap_ha": 0.3576}

=====

{"formula": "C16H27CrN2", "method": "ωB97M-V with the def2-TZVPD basis set", "symbols": ["C", "H", "H", "H", "C", "H", "H", "C", "H", "H", "H", "C", "C", "C", "C", "C", "C", "C", "C", "C", "C", "Cr", "H", "H", "H", "H", "H", "H", "H", "H", "H", "H", "H", "H", "H", "H", "H", "N", "C", "C", "N", "C", "H", "H", "H", "H"], "xyz": [[1.61358, 3.47964, 0.98716], [1.69052, 4.57861, 1.09839], [2.40564, 3.17579, 0.28413], [1.89915, 3.03913, 1.95492], [0.32799, 2.94122, 0.26824], [0.57826, 1.90813, -0.10457], [-0.57444, 2.82077, 0.90613], [-0.00722, 3.92423, -0.90432], [-1.08004, 3.97263, -1.18438], [0.31505, 4.96345, -0.65932], [0.54733, 3.60822, -1.81022], [-1.02999, -2.32574, -1.20215], [-1.44015, -1.43282, -2.29262], [-0.24969, -0.77320, -2.77856], [0.85682, -1.22985, -2.00097], [0.38416, -2.16108, -1.03416], [1.26787, -2.97006, -0.14569], [2.29518, -0.89810, -2.24099], [-0.15147, 0.28484, -3.81844], [-2.83474, -1.02009, -2.59371], [-1.92124, -3.14447, -0.32431], [-0.70668, -0.27703, -0.70579], [2.92039, -1.15631, -1.37762], [2.69051, -1.46150, -3.09744], [2.44701, 0.16483, -2.45801], [2.23506, -2.48805, -0.02103], [0.84214, -3.11562, 0.84801], [1.46968, -3.96222, -0.55968], [-2.80322, -2.57484, -0.02321], [-2.26324, -4.07339, -0.79029], [-1.39165, -3.41362, 0.59331], [-2.84448, -0.07852, -3.14832], [-3.40833, -1.75703, -3.16111], [-3.37044, -0.82472, -1.65090], [0.61580, 1.01609, -3.54085], [0.12790, -0.10627, -4.79990], [-1.08801, 0.83344, -3.92245], [-2.84182, 0.17786, 3.04200], [-1.91120, -0.64561, 3.65168], [-0.98544, -0.93940, 2.68633], [-1.37972, -0.32281, 1.49803], [-2.48432, 0.36610, 1.75128], [-3.64679, 0.59076, 3.50009], [-1.94553, -0.97985, 4.65914], [-0.08005, -1.51775, 2.80450], [-3.00157, 1.01460, 1.03028]], "forces_ev_per_angstrom": [[0.4, -0.7, -0.5], [-0.5, -0.6, -0.2], [0.1, 0.4, 0.3], [-0.5, -0.1, -0.3], [-0.4, 1.2, 0.4], [-0.1, 0.2, -0.1], [0.7, 0.2, 0.0], [0.1, -0.3, -0.4], [0.5, -0.2, 0.3], [-0.3, -0.9, -0.1], [-0.2, 0.4, 0.4], [-0.1, 0.4, -0.7], [0.9, -0.4, 0.4], [-0.2, -0.4, 0.3], [0.1, -0.1, -0.7], [-0.3, -1.0, -0.3], [0.1, 0.3, 0.5], [0.2, 0.3, 0.3], [0.0, 0.6, 0.0], [-0.2, 0.4, 0.1], [0.1, 0.1, 0.3], [0.4, 0.7, 2.5], [-0.2, 0.1, -0.3], [-0.3, 0.1, 0.1], [0.0, -0.2, 0.0], [0.0, 0.0, 0.1], [0.0, -0.1, -0.1], [-0.2, 0.1, -0.2], [-0.1, -0.1, -0.1], [0.1, 0.2, -0.2], [-0.1, 0.0, -0.1], [0.0, -0.2, -0.1], [0.1, 0.0, 0.1], [-0.1, -0.2, -0.1], [-0.1, -0.1, -0.1], [-0.1, -0.1, 0.1], [0.0, -0.1, -0.2], [0.1, 0.0, -0.1], [0.4, 0.3, -1.5], [-0.7, 0.3, 0.0], [0.7, 0.3, -1.3], [-0.1, -0.2, 0.6], [0.1, -0.1, -0.1], [-0.2, 0.1, 0.6], [-0.2, 0.0, -0.2], [0.1, -0.4, 0.6]], "relative_energy_ev": 0.9137, "e_homo_ev": [-16.05, -16.05], "s2": 4.075, "homo_lumo_gap_ha": [0.2684, 0.3124], "spin_multiplicity": 4, "charge": 2}

=====

{"formula": "H26O13", "method": "ωB97M-V with the def2-TZVPD basis set", "symbols": ["O", "H", "H", "O", "H", "H", "O", "H", "H", "O", "H", "H", "O", "H", "H", "O", "H", "H", "O", "H", "H", "O", "H", "H", "O", "H", "H", "O", "H", "H", "O", "H", "H", "O", "H", "H", "O", "H", "H"], "xyz": [[1.41524, -2.38193, 2.83224], [1.81252, -1.65200, 3.31899], [0.58175, -2.54291, 3.27808], [0.10805, -1.04703, 0.81132], [-0.78115, -1.26405, 1.12132], [0.61997, -1.85143, 0.95401], [0.46546, 1.54769, 3.00476], [1.18892, 2.16888, 2.82432], [-0.16967, 2.26385, 3.14852], [1.10554, -1.25585, -3.11525], [1.83406, -1.87571, -3.16558], [1.14911, -0.82877, -2.26157], [-2.52554, -0.62993, 2.51863], [-3.07984, -0.55377, 3.30928], [-3.26465, -0.50708, 1.90191], [0.44328, 1.73843, -2.53214], [0.34433, 2.04253, -3.44122], [0.57942, 0.81144, -2.78186], [1.57868, -2.56883, -0.86573], [1.05591, -1.83162, -0.56654], [2.29492, -2.70740, -0.24236], [-1.48560, -0.58294, -1.57109], [-2.31245, -0.43960, -1.09912], [-1.68553, -1.18414, -2.29571], [-0.20434, 4.48322, -0.53480], [-0.90481, 3.85522, -0.39356], [0.61943, 3.99774, -0.45721], [-3.00500, 2.06238, -0.82222], [-2.06428, 2.07777, -0.53774], [-3.21073, 2.99797, -0.71172], [3.32343, 0.89766, -0.13666], [3.54056, 1.48067, 0.58501], [2.37096, 0.85303, -0.25536], [-0.43063, 1.83641, 0.17043], [-0.21067, 1.01609, 0.63680], [-0.29468, 1.54857, -0.74805], [-0.63994, -4.08949, -0.01056], [-1.24074, -3.43019, -0.35195], [0.22959, -4.03045, -0.42732]], "forces_ev_per_angstrom": [[0.4, -0.2, 0.1], [-0.1, 0.1, -0.1], [-0.2, -0.1, 0.1], [-0.2, 0.3, -0.3], [0.1, 0.1, 0.0], [-0.2, 0.0, 1.0], [0.3, 1.3, 0.1], [0.5, -0.8, -0.2], [-0.8, -0.6, 0.1], [-0.6, 0.6, -1.0], [0.1, 0.0, 0.4], [0.3, -0.5, 0.3], [-1.3, 0.1, 0.0], [0.8, -0.1, 0.5], [0.6, 0.0, -0.6], [0.2, -0.7, -0.8], [-0.2, 0.9, 0.1], [0.0, -0.2, 0.5], [0.9, -1.1, -0.5], [-0.5, 0.6, 0.2], [0.1, 0.2, 0.2], [0.1, -0.2, 0.0], [-0.1, 0.2, -0.2], [0.0, 0.1, -0.1], [0.2, 1.1, -0.2], [0.1, -0.5, 0.2], [-0.2, -0.3, 0.0], [0.6, 0.6, 0.2], [-0.5, -0.6, 0.1], [-0.5, -0.1, -0.2], [0.3, -0.6, -0.6], [-0.3, 0.3, 0.3], [0.0, 0.4, 0.3], [0.3, -0.7, -0.3], [-0.1, 0.0, 0.6], [0.1, 0.4, -0.3], [-0.1, -0.9, 0.8], [0.3, 0.3, -0.5], [-0.4, 0.6, -0.3]], "relative_energy_ev": 2.6021, "e_homo_ev": -10.93, "homo_lumo_gap_ha": 0.4017}

=====

{"formula": "C5H15N2", "method": "ωB97M-V with the def2-TZVPD basis set", "symbols": ["C", "C", "C", "C", "C", "N", "N", "H", "H", "H", "H", "H", "H", "H", "H", "H", "H", "H", "H", "H", "H", "H"], "xyz": [[2.29264, 0.72027, 0.20004], [0.76165, 0.63319, -1.94702], [-0.68117, -1.18752, 1.27167], [1.38460, 0.02107, -0.76968], [-0.30745, 0.11048, 0.61785], [-1.45281, 0.48955, -0.24177], [-2.18075, -1.22564, 1.35281], [3.30685, 0.36137, 0.05146], [2.00895, 0.59807, 1.19954], [2.19168, 1.71726, 0.06629], [-0.06389, 0.14764, -2.63907], [0.26772, 1.62079, -1.85551], [1.57041, 0.84029, -2.71395], [-0.09027, -1.31926, 2.20500], [-0.56516, -2.06525, 0.55447], [1.74956, -1.00178, -0.98687], [0.11759, 0.92621, 1.18568], [-1.68045, 1.46614, 0.01883], [-1.28190, 0.28748, -1.22905], [-2.27331, -0.20107, 0.17389], [-2.58194, -0.77390, 2.15123], [-2.49255, -2.16540, 1.33416]], "forces_ev_per_angstrom": [[0.7, -2.0, -1.6], [-0.6, 1.6, -3.5], [-0.6, -1.4, -0.5], [-2.9, -1.5, 2.7], [2.1, -1.0, -3.4], [-0.8, 0.5, 1.6], [0.8, 0.5, 0.4], [0.2, 0.4, 0.1], [-0.1, -0.8, 1.5], [0.3, 3.5, -0.7], [1.7, -0.3, 1.7], [0.7, -0.1, 0.7], [-0.7, -0.3, 0.7], [-0.7, -0.2, -0.6], [0.8, 1.1, 1.0], [-0.7, 0.3, 0.4], [-0.6, 0.0, 0.2], [-0.1, -0.6, -1.2], [-0.1, 0.6, 0.0], [1.1, 0.5, -0.2], [-0.1, 0.2, 0.7], [-0.5, -0.9, 0.0]], "relative_energy_ev": 3.5408, "e_homo_ev": -12.93, "homo_lumo_gap_ha": 0.3646, "charge": 1}

=====

{"formula": "CF3I2P", "method": "ωB97M-V with the def2-TZVPD basis set", "symbols": ["C", "F", "F", "F", "P", "I", "I"], "xyz": [[0.28137, -0.89790, 1.47611], [1.16921, 0.04544, 1.14305], [-0.57343, -0.30110, 2.28257], [0.93327, -1.88353, 2.08031], [-1.86932, -0.33085, -1.58386], [-3.03760, -2.42579, -1.19189], [-3.48788, 1.14883, -2.70319]], "forces_ev_per_angstrom": [[1.4, 1.3, 1.0], [-0.2, -0.5, -0.7], [-0.6, -0.7, 0.0], [-0.6, 0.0, -0.3], [-0.4, 0.1, -0.2], [0.1, 0.4, -0.1], [0.4, -0.5, 0.3]], "relative_energy_ev": 2.9260, "e_homo_ev": [-8.51, -9.83], "homo_lumo_gap_ha": [0.2563, 0.2895]}

=====

{"formula": "C4H8O2", "method": "ωB97M-V with the def2-TZVPD basis set", "symbols": ["C", "C", "C", "O", "C", "O", "H", "H", "H", "H", "H", "H", "H", "H"], "xyz": [[1.49528, -0.13868, -0.17930], [0.26662, -0.24908, 0.70661], [-0.48271, 1.06697, 0.86352], [-0.22605, 2.06624, 0.24109], [-0.75529, -1.25578, 0.19437], [-0.71179, -1.76304, -0.89778], [2.09287, -1.05286, -0.12056], [1.20298, 0.00923, -1.22100], [2.11410, 0.70900, 0.12640], [0.52296, -0.56914, 1.73012], [-1.31967, 1.04966, 1.59432], [-1.25160, 1.11348, -1.88886], [-1.58718, -1.48293, 0.89492], [-1.37959, 0.40713, -2.08186]], "forces_ev_per_angstrom": [[0.1, 0.0, -0.1], [0.1, 0.0, -0.1], [0.0, 0.4, -0.2], [0.0, -0.4, 0.4], [0.0, -0.2, -0.3], [0.0, 0.1, 0.6], [-0.1, 0.1, 0.0], [0.0, 0.0, 0.1], [-0.1, -0.1, 0.0], [-0.1, 0.0, -0.1], [0.1, 0.0, -0.1], [0.0, 0.0, -0.1], [0.1, 0.0, -0.1], [0.0, 0.1, -0.1]], "smiles": "CC(C=O)C=O.[H][H]", "relative_energy_ev": 2.2997, "e_homo_ev": -10.11, "homo_lumo_gap_ha": 0.3856}

=====

Q: What is the formula in the second record?
A: C16H27CrN2